# 1
Below is C2H4N2S as an isolated structure in a non-equilibrium geometry, with properties calculated with wB97M-V/def2-TZVPD.

The geometry in XYZ format:
```
9
Properties=species:S:1:pos:R:3
C -0.20023 1.56900 -0.86210
C 0.07976 1.09908 0.30407
N 0.89801 -2.91338 -0.42075
N 0.29059 -3.71622 0.02193
S -0.10869 -0.64446 0.33584
H -0.42334 2.67400 -0.98435
H -0.30007 0.88429 -1.69008
H 0.14702 1.58261 1.28009
H -0.38304 -0.53492 2.01535
```

## Properties
Orbital gap: 8.5 eV
Energy relative to the best compared isomer or geometry (same formula, charge and spin): 1.496 eV
M: 88.1 g/mol
HOMO: -8.5 eV

***

# 2
Below is a 9-piece molecular cluster, C31H53Cl18F2N2O6P2S overall in a non-equilibrium geometry, with properties calculated with wB97M-V/def2-TZVPD.

The geometry in XYZ format:
```
115
Properties=species:S:1:pos:R:3
C 1.05843 1.31007 -0.12662
P 2.83972 1.93435 -0.30966
O 3.74257 0.43077 -0.03152
P 3.41608 3.49385 1.17569
N 3.00251 2.38969 2.56030
Cl 3.95962 4.88894 2.75352
C 3.76484 4.79715 -0.20250
C 5.05164 5.76002 -0.00274
C 4.79364 7.32800 0.33597
C 6.16898 7.93473 1.07385
S 5.66134 9.31691 2.29270
O 5.36175 8.70215 3.71565
O 4.34364 10.03647 1.86423
Cl 7.20053 10.73631 2.53125
C 1.61934 4.03230 1.15726
C 1.10728 5.45566 1.70004
O 1.61608 6.67106 1.71284
C -0.51921 5.48943 2.12566
C -1.52065 5.41900 0.78605
C -3.16592 5.45472 0.90892
C -3.76353 5.61136 2.44694
C -2.76329 5.67433 3.78389
C -1.09700 5.59766 3.64396
N 5.05743 2.93614 1.31400
C 5.94282 2.64006 0.22454
O 5.88829 2.62824 -1.10538
F 7.36163 2.30068 0.66716
C 5.38694 2.04242 2.47831
O 5.52656 0.68798 2.37588
F 5.72997 2.51550 3.87457
H 0.92874 0.20440 -0.55838
H 0.68465 1.22789 1.00369
H 0.24966 1.98224 -0.68726
H 3.34342 0.05565 0.80704
H 2.52544 2.91006 3.32471
H 2.48680 1.55165 2.23483
H 2.84209 5.52633 -0.41006
H 3.81145 4.15816 -1.21224
H 5.61841 5.75480 -1.05741
H 5.88086 5.37135 0.75372
H 3.93361 7.57643 1.07929
H 4.67340 7.99538 -0.64420
H 6.94721 8.34954 0.29737
H 6.69180 7.11911 1.76851
H 1.00238 3.23542 1.80331
H 1.27370 4.02725 0.01131
H -1.07399 5.32596 -0.29870
H -3.87266 5.36948 -0.04550
H -4.93473 5.67596 2.53733
H -3.23250 5.76589 4.86032
H -0.36998 5.61712 4.57382
Cl -1.02272 0.06340 -2.50617
C -2.00504 -1.40076 -2.25397
C -3.02385 -1.22391 -1.13931
Cl -2.25392 -1.09976 0.46236
H -1.32608 -2.23486 -2.05089
H -2.51946 -1.60296 -3.19801
H -3.68986 -2.09073 -1.10311
H -3.63690 -0.32994 -1.29117
Cl -4.38624 -4.34322 -2.89585
C -4.17405 -5.34420 -1.43799
C -5.44043 -5.41332 -0.59942
Cl -5.82828 -3.85088 0.16342
H -3.33365 -4.93825 -0.86624
H -3.90033 -6.34669 -1.77977
H -5.31114 -6.13670 0.21067
H -6.30371 -5.72253 -1.19711
Cl -7.75623 5.00823 4.15149
C -7.53046 6.22406 5.43334
C -7.39517 7.63101 4.87307
Cl -5.87225 7.85444 3.97622
H -6.65304 5.93851 6.02202
H -8.40914 6.16620 6.08242
H -7.38986 8.35792 5.69028
H -8.22352 7.87947 4.20211
Cl -8.49471 -6.23305 -0.43090
C -9.85643 -5.08895 -0.52614
C -9.85240 -4.09430 0.62381
Cl -10.22054 -4.86938 2.18499
H -10.78510 -5.66745 -0.55546
H -9.75677 -4.55712 -1.47690
H -10.62079 -3.33335 0.46016
H -8.88635 -3.58800 0.71593
Cl 2.23317 -1.14736 -3.04328
C 3.26902 -2.34202 -2.22345
C 2.50087 -3.16069 -1.19806
Cl 2.00132 -2.18367 0.20530
H 4.10783 -1.80783 -1.76628
H 3.66807 -3.00070 -3.00039
H 3.13486 -3.96466 -0.81342
H 1.60403 -3.61311 -1.63290
Cl 1.40409 -4.88266 -4.34476
C 2.54593 -6.15026 -4.85634
C 3.68762 -6.32772 -3.86803
Cl 4.78548 -4.92490 -3.84941
H 2.91341 -5.89390 -5.85494
H 1.97359 -7.07942 -4.93263
H 4.29022 -7.19652 -4.14787
H 3.31883 -6.48335 -2.84928
Cl -0.76683 -4.95765 -1.30016
C 0.26902 -6.15231 -0.48033
C -0.49913 -6.97098 0.54506
Cl -0.99868 -5.99396 1.94843
H 1.10783 -5.61812 -0.02315
H 0.66807 -6.81099 -1.25726
H 0.13486 -7.77495 0.92970
H -1.39597 -7.42340 0.11023
Cl 0.50409 -9.11130 -4.77022
C 1.64593 -10.37889 -5.28180
C 2.78762 -10.55635 -4.29349
Cl 3.88548 -9.15353 -4.27487
H 2.01341 -10.12254 -6.28040
H 1.07359 -11.30805 -5.35809
H 3.39022 -11.42515 -4.57333
H 2.41883 -10.71198 -3.27474
```

## Properties
Orbital gap: 5.8 eV
Energy relative to the best compared isomer or geometry (same formula, charge and spin): 16.966 eV
M: 1319.9 g/mol
Total charge: -1
HOMO: -4.7 eV

***

# 3
Below is a 2-piece molecular cluster, C2H3N2S2 overall in a non-equilibrium geometry, with properties calculated with wB97M-V/def2-TZVPD.

The geometry in XYZ format:
```
9
Properties=species:S:1:pos:R:3
C -1.00501 0.04857 -0.93773
C 1.61290 0.20099 0.79178
N 1.25576 1.08569 0.05115
N -1.35947 -0.83909 -0.13079
S 1.99063 -0.89470 1.77440
S -0.95395 1.11410 -2.04991
H 1.56042 2.06385 -0.01879
H -0.98056 -1.35930 0.77772
H -2.12071 -1.42012 -0.25782
```

## Properties
Orbital gap: 7.3 eV
Energy relative to the best compared isomer or geometry (same formula, charge and spin): 1.898 eV
M: 119.2 g/mol
Total charge: +1
HOMO: -13.5 eV

***

# 4
Below is C30H43ErF5P2S as an isolated structure in a non-equilibrium geometry, with properties calculated with wB97M-V/def2-TZVPD.

The geometry in XYZ format:
```
82
Properties=species:S:1:pos:R:3
Er -0.19668 0.92075 -0.04724
C 0.35995 3.21156 -1.23745
C -0.42366 2.39718 -2.11792
C -1.81325 3.21750 -0.46044
C -0.50877 3.73148 -0.23176
C -1.76831 2.39112 -1.62323
C 1.77882 3.61039 -1.42445
H 2.32293 2.88804 -2.04747
H 2.29745 3.67312 -0.45481
H 1.86981 4.60069 -1.90549
C -0.17422 4.79166 0.74409
H 0.90829 4.93007 0.81850
H -0.54247 4.52548 1.74135
H -0.62091 5.76502 0.48237
C -3.03544 3.66630 0.24712
H -3.35620 4.68768 -0.02615
H -2.86705 3.66741 1.33189
H -3.87912 2.99702 0.04358
C -2.94720 1.79401 -2.29904
H -3.49511 2.51907 -2.92537
H -3.66305 1.39999 -1.56568
H -2.64920 0.96684 -2.95325
C 0.00719 1.84827 -3.42860
H -0.23625 2.53573 -4.25665
H -0.49184 0.89220 -3.64348
H 1.08994 1.68341 -3.45552
C 3.23926 -3.15029 0.52079
C 3.82054 -2.47190 -0.51737
C 4.15353 -3.12598 -1.82236
C 2.98867 -3.95226 -2.40800
C 1.62284 -3.42206 -2.03476
C 0.89247 -3.94761 -1.01095
C 1.45119 -4.90188 0.01505
C 2.90303 -4.60126 0.48022
H 5.04041 -3.77170 -1.73021
H 3.11902 -5.01280 -2.13999
H 4.43879 -2.35942 -2.55443
H 3.61134 -5.19102 -0.11381
H 3.27100 -2.72635 1.51873
H 4.40708 -1.58143 -0.32912
H 2.99297 -5.00125 1.49713
H 0.79756 -4.89393 0.90428
H -0.19958 -3.92454 -1.04693
H 1.40972 -5.93924 -0.36488
H 3.07797 -3.93141 -3.50483
H 1.14297 -2.83037 -2.81922
P 2.08039 -0.06500 0.27582
P -1.85816 -1.10409 -0.37500
C 0.96682 -1.53420 0.63943
C -0.57337 -1.75101 0.83033
H 1.44038 -1.98433 1.52086
H 1.29471 -2.14231 -0.20554
H -0.74585 -2.83421 0.75873
H -0.86038 -1.45119 1.84894
C -3.45131 -1.41960 0.41389
H -4.20755 -0.83229 -0.12757
H -3.43039 -1.08729 1.46258
H -3.68019 -2.49225 0.34947
C -1.79885 -2.09576 -1.89008
H -2.15774 -3.11002 -1.67765
H -0.77848 -2.12794 -2.30057
H -2.45327 -1.60777 -2.62734
C 3.39875 0.13726 1.42909
H 3.77944 1.16380 1.27297
H 4.16106 -0.62413 1.23987
H 2.97525 0.05948 2.44627
C 2.39513 -0.11045 -1.51486
H 1.51627 0.05327 -2.16105
H 2.80462 -1.09038 -1.77285
H 3.13649 0.66855 -1.73715
F -5.45325 2.22143 5.50439
C -4.26264 2.14427 4.85609
C -3.76341 0.92044 4.45177
F -4.46644 -0.21849 4.68615
C -2.53879 0.85664 3.79172
F -2.09127 -0.37437 3.40897
C -1.77155 1.99926 3.47871
S -0.28923 1.83755 2.58361
C -2.30603 3.22234 3.94293
F -1.60439 4.37699 3.75011
C -3.53702 3.31069 4.60840
F -4.01622 4.50983 4.99432
```

## Properties
Orbital gap (alpha / beta): 7.1 / 7.2 eV
2S+1: 4
M: 759.9 g/mol
Total charge: +1
HOMO (alpha / beta): -10.0 / -10.1 eV

***

# 5
Below is one molecule with the formula C5H8O, with properties calculated with wB97M-V/def2-TZVPD.

The geometry in XYZ format:
```
14
Properties=species:S:1:pos:R:3
C -1.08236 1.45521 -0.87158
C 1.03938 0.09471 -1.01629
C -0.23980 0.56046 -0.37105
C -0.37922 -0.25215 0.89062
C 0.33214 -1.54693 0.49554
O 1.31306 -1.18708 -0.46503
H -0.88446 1.95151 -1.81899
H -1.99687 1.73196 -0.35465
H 1.88543 0.76028 -0.79055
H 0.94657 0.02236 -2.10717
H -1.41954 -0.41081 1.18498
H 0.14742 0.23711 1.72028
H 0.84622 -2.03591 1.32962
H -0.37345 -2.26640 0.05554
```

## Properties
Orbital gap: 10.4 eV
Energy relative to the best compared isomer or geometry (same formula, charge and spin): 1.174 eV
SMILES: C=C1CCOC1
M: 84.1 g/mol
HOMO: -9.4 eV

***

# 6
Below is a 2-piece molecular cluster, C10H15NO2 overall in a non-equilibrium geometry, with properties calculated with wB97M-V/def2-TZVPD.

The geometry in XYZ format:
```
28
Properties=species:S:1:pos:R:3
C 0.61284 -0.04348 -2.80982
C 0.52744 0.87188 -4.02007
C -0.51020 -1.02850 -2.76439
O -0.34066 -2.20129 -2.89744
N -1.61684 -0.68870 -2.02612
H 1.68658 -0.55640 -2.78420
H 0.62985 0.56212 -1.88551
H 0.47029 0.31236 -5.02197
H -2.39738 -1.28307 -1.92767
H -2.04963 0.14021 -2.17333
H 1.38954 1.56804 -4.15119
H -0.25248 1.46543 -4.06878
C -0.58744 -2.13586 1.46743
C -0.06887 1.53979 1.67054
C 0.79600 1.59519 2.85668
C -0.52012 0.29333 1.22298
C -0.22997 -0.84953 2.03706
C 0.97664 0.50083 3.62901
C 0.38742 -0.66356 3.23110
O 1.63625 2.70627 3.03536
H -0.32250 2.41547 1.21197
H -1.26833 0.13434 0.44119
H 1.67117 0.60068 4.47374
H 1.18727 3.62438 3.12001
H -0.82284 -2.13694 0.35950
H -1.45107 -2.36575 2.13017
H 0.33273 -1.46311 3.95591
H 0.13430 -2.91412 1.68783
```

## Properties
Orbital gap: 8.9 eV
Energy relative to the best compared isomer or geometry (same formula, charge and spin): 2.547 eV
SMILES: Cc1ccc(O)cc1.CCC(N)=O
M: 181.2 g/mol
HOMO: -8.3 eV

***

# 7
Below is C7H16N3O5S as an isolated structure, with properties calculated with wB97M-V/def2-TZVPD.

The geometry in XYZ format:
```
32
Properties=species:S:1:pos:R:3
N 2.80248 0.31039 3.66485
C 2.05926 1.22329 3.21159
C 1.63076 1.38939 1.77490
C 0.13983 1.18674 1.56927
O -0.62695 2.15895 2.33510
S -2.02329 1.55193 2.81543
O -1.96147 1.37480 4.21943
O -3.10380 2.21432 2.19064
O -1.84495 0.13710 2.07056
C -0.43596 -0.11856 2.08761
N -0.12013 -1.31567 1.34539
H 3.11044 -0.31733 2.91736
H 1.69175 1.96805 3.91876
H 1.86346 2.41211 1.46104
H 2.18174 0.69394 1.13546
H -0.13358 1.38300 0.52820
H -0.14328 -0.20563 3.14438
H 0.70866 -1.72640 1.76596
H -0.85803 -1.98472 1.55676
C -1.35459 -1.28153 -2.09121
C 0.03059 -0.78708 -2.29110
O 0.81284 -0.43716 -1.48615
N 0.56037 -0.76557 -3.75779
C -0.40823 -0.83155 -4.89457
H -1.59947 -1.12004 -1.04483
H -2.06926 -0.75929 -2.72726
H -1.40432 -2.34948 -2.31791
H 1.23296 -1.53775 -3.81038
H 1.15076 0.07054 -3.80212
H -0.93821 -1.77736 -4.84951
H 0.14790 -0.76189 -5.82514
H -1.09831 0.00250 -4.81471
```

## Properties
Orbital gap: 8.5 eV
M: 254.3 g/mol
Total charge: +1
HOMO: -12.4 eV

***

# 8
Below is one molecule with the formula C5H8N2O in a non-equilibrium geometry, with properties calculated with wB97M-V/def2-TZVPD.

The geometry in XYZ format:
```
16
Properties=species:S:1:pos:R:3
C -2.44091 0.23456 0.28246
C -0.40451 -0.87657 0.41319
C 1.01730 -1.38770 0.11670
C 0.40453 1.47165 -0.15050
C -0.31248 0.18723 -0.62600
H -3.41062 -0.31891 0.60854
H -2.75845 1.29223 -0.35048
H -1.98914 0.75017 1.14064
H -0.43943 -0.39344 1.42123
H 1.34962 -2.11248 0.86332
H 1.16836 -2.05844 -0.84628
H -0.10605 2.56056 0.13946
H 0.21865 -0.27980 -1.39234
N -1.61132 -0.56645 -0.48536
N 1.56177 1.23125 0.28416
O 2.09130 -0.23357 -0.04885
```

## Properties
Orbital gap: 10.6 eV
Energy relative to the best compared isomer or geometry (same formula, charge and spin): 8.147 eV
SMILES: CN1[C@H]2C=NOC[C@@H]21
M: 112.1 g/mol
HOMO: -9.6 eV